# 1
Here is a molecular structure, C28H52IrP2 in a non-equilibrium geometry from the Open Molecules 2025 dataset. Energies are from the ωB97M-V functional and the def2-TZVPD basis.

Net charge = +1
Molar mass = 642.89 g mol⁻¹
Energy above the lowest of the compared OMol25 structures with the same formula, charge and spin = 0.000 eV
E_LUMO (spin up / spin down) = -4.32 / -5.05 eV
Gap between HOMO and LUMO (spin up / spin down) = 4.8 / 4.0 eV
2S+1 = 5

XYZ file:
```
83
C28H52IrP2 | the Open Molecules 2025 dataset | the ωB97M-V functional and the def2-TZVPD basis
Ir 3.098 0.503 -3.438
C -1.676 1.001 -1.045
C -1.843 -0.305 -1.566
C -1.787 -0.455 0.736
C -1.612 0.905 0.367
C -1.931 -1.209 -0.464
C -1.596 2.277 -1.799
H -1.578 2.113 -2.880
H -0.663 2.798 -1.527
H -2.428 2.975 -1.591
C -1.593 2.057 1.291
H -1.188 2.941 0.790
H -0.966 1.858 2.163
H -2.612 2.302 1.635
C -1.984 -0.941 2.128
H -2.989 -0.604 2.486
H -1.240 -0.535 2.845
H -1.942 -2.042 2.219
C -2.340 -2.623 -0.540
H -3.399 -2.721 -0.244
H -1.754 -3.263 0.130
H -2.243 -3.013 -1.556
C -2.031 -0.681 -2.989
H -3.101 -0.765 -3.265
H -1.557 -1.652 -3.193
H -1.577 0.065 -3.661
C 4.977 1.135 -3.276
C 4.226 1.782 -4.372
C 4.472 1.235 -5.740
C 3.983 -0.228 -5.961
C 3.193 -0.869 -4.812
C 3.891 -1.410 -3.649
C 5.385 -1.397 -3.557
C 5.980 0.034 -3.473
H 5.557 1.293 -5.909
H 4.884 -0.832 -6.168
H 4.051 1.905 -6.500
H 6.634 0.270 -4.329
H 5.260 1.901 -2.521
H 3.919 2.811 -4.183
H 6.669 0.092 -2.604
H 5.713 -1.962 -2.675
H 3.405 -2.244 -3.119
H 5.877 -1.939 -4.384
H 3.370 -0.235 -6.871
H 2.212 -1.325 -5.035
P 3.724 0.608 -1.199
P 1.867 -1.853 0.468
C 4.464 -0.510 0.024
C 3.726 -1.846 0.277
H 4.649 0.068 0.954
H 5.436 -0.745 -0.453
H 3.933 -2.494 -0.591
H 4.133 -2.331 1.182
C 1.374 -3.141 1.648
H 0.272 -3.146 1.656
H 1.737 -2.868 2.652
H 1.738 -4.134 1.351
C 1.377 -2.651 -1.135
H 2.175 -3.301 -1.523
H 1.163 -1.879 -1.890
H 0.471 -3.269 -1.030
C 3.869 2.293 -0.546
H 2.804 2.536 -0.427
H 4.282 2.997 -1.284
H 4.428 2.319 0.404
C 1.277 1.273 -3.505
H 0.599 0.567 -2.967
H 0.963 1.435 -4.561
H 1.142 2.260 -3.040
C 1.855 3.040 2.412
C 2.011 1.566 2.834
C 1.188 1.168 4.080
C 1.730 0.679 1.697
H 0.971 3.184 1.775
H 2.729 3.355 1.831
H 1.762 3.715 3.267
H 3.074 1.404 3.102
H 0.100 1.219 3.899
H 1.450 0.138 4.372
H 1.434 1.832 4.920
H 0.780 0.161 1.627
H 2.379 0.740 0.815
```

Here is what Löwdin gives for the atomic charges, in e: 1.319 -0.173 -0.212 -0.188 -0.232 -0.208 -0.032 0.068 0.079 0.103 -0.048 0.069 0.046 0.097 -0.022 0.111 0.073 0.075 -0.048 0.103 0.065 0.074 -0.056 0.097 0.074 0.060 -0.440 -0.338 -0.176 -0.146 -0.356 -0.316 -0.199 -0.190 0.118 0.119 0.122 0.119 0.078 0.118 0.119 0.104 0.091 0.121 0.119 0.121 0.963 0.890 -0.396 -0.386 0.094 0.083 0.058 0.091 -0.274 0.026 0.046 0.050 -0.277 0.027 0.012 0.036 -0.260 0.041 0.052 0.068 -0.310 0.008 0.025 0.003 -0.065 -0.488 -0.073 -0.051 0.064 0.054 0.083 0.128 0.062 0.081 0.080 0.004 -0.037

# 2
Here is a molecular structure, C3H7N3 in a non-equilibrium geometry from the Open Molecules 2025 dataset. Energies are from the ωB97M-V functional and the def2-TZVPD basis.

Molar mass = 85.11 g mol⁻¹
Energy above the lowest of the compared OMol25 structures with the same formula, charge and spin = 3.661 eV
E_LUMO = 0.68 eV
Gap between HOMO and LUMO = 8.2 eV
2S+1 = 1

XYZ file:
```
13
C3H7N3 | the Open Molecules 2025 dataset | the ωB97M-V functional and the def2-TZVPD basis
C -0.317 -0.214 -0.372
N -0.251 -1.563 -0.676
N 1.952 0.329 0.429
C 0.762 0.725 -0.175
C -1.434 0.567 -0.124
N -2.629 0.637 0.265
H -0.774 -2.204 -0.098
H 0.641 -1.916 -0.985
H 1.868 -0.251 1.250
H 2.684 1.019 0.496
H -2.941 -0.185 0.787
H 0.936 1.480 -0.938
H -0.498 1.576 0.141
```

Here is what natural (NBO) gives for the atomic charges, in e: -0.013 -0.807 -0.809 -0.058 0.159 -0.694 0.379 0.385 0.381 0.386 0.332 0.218 0.139

# 3
Here is a molecular structure, C28H44BrCuN3P2S in a non-equilibrium geometry from the Open Molecules 2025 dataset. Energies are from the ωB97M-V functional and the def2-TZVPD basis.

Net charge = +2
Molar mass = 660.15 g mol⁻¹
Energy above the lowest of the compared OMol25 structures with the same formula, charge and spin = 1.651 eV
E_LUMO (spin up / spin down) = -6.55 / -8.83 eV
Gap between HOMO and LUMO (spin up / spin down) = 6.0 / 3.7 eV
2S+1 = 2

XYZ file:
```
80
C28H44BrCuN3P2S | the Open Molecules 2025 dataset | the ωB97M-V functional and the def2-TZVPD basis
C -0.785 7.153 -3.177
C -0.867 5.768 -3.310
C -1.256 5.270 -4.600
C -1.258 6.157 -5.679
N -0.977 7.453 -5.531
C -0.815 7.960 -4.310
C -0.614 4.899 -2.192
C -0.770 4.004 -1.344
C -1.239 2.735 -0.903
C -0.135 1.767 -1.003
C -0.483 0.405 -0.528
C -1.684 0.113 0.039
C -2.796 1.007 -0.117
C -2.583 2.324 -0.639
Cu 1.000 2.783 0.365
P 2.436 -0.337 0.893
H -1.584 4.244 -4.761
H -0.746 7.637 -2.184
H -1.500 5.817 -6.688
H -0.708 9.049 -4.231
H -3.441 3.048 -0.681
H 0.564 1.821 -1.933
H -3.786 0.642 0.107
H 0.359 -0.275 -0.234
C 1.859 -1.532 2.210
C 2.254 -3.014 2.215
H 0.771 -1.484 2.027
H 2.028 -1.053 3.192
H 2.030 -3.428 3.211
H 1.625 -3.567 1.500
H 3.322 -3.193 2.015
C 2.798 -1.542 -0.478
C 3.857 -1.017 -1.452
H 1.849 -1.642 -1.022
H 3.034 -2.539 -0.117
H 3.899 -1.685 -2.324
H 3.583 -0.011 -1.808
H 4.852 -0.977 -0.985
C 4.095 0.129 1.630
C 5.071 -1.022 1.749
H 3.830 0.530 2.618
H 4.473 0.977 1.039
H 6.076 -0.633 1.937
H 4.814 -1.661 2.595
H 5.127 -1.645 0.853
Br -1.617 -1.136 1.551
P -2.201 -3.159 -1.536
C -0.453 -3.121 -0.974
C 0.286 -4.400 -1.332
H -0.425 -2.922 0.099
H 0.005 -2.260 -1.464
H 1.353 -4.193 -1.425
H 0.150 -5.172 -0.562
H -0.083 -4.755 -2.300
C -3.215 -2.993 -0.020
C -4.674 -3.432 -0.058
H -3.136 -1.929 0.289
H -2.657 -3.554 0.749
H -5.053 -3.433 0.972
H -5.285 -2.745 -0.652
H -4.753 -4.446 -0.463
C -2.472 -1.641 -2.510
C -2.985 -1.911 -3.922
H -1.516 -1.115 -2.560
H -3.132 -0.981 -1.939
H -3.262 -0.966 -4.397
H -2.214 -2.364 -4.552
H -3.848 -2.575 -3.926
S 1.468 1.850 2.820
C 0.782 1.019 4.194
N 1.392 0.770 5.375
C 0.620 -0.011 6.319
C -0.666 -0.259 5.556
N -0.466 0.497 4.320
H 2.345 1.113 5.578
H 0.417 0.543 7.236
H 1.142 -0.929 6.588
H -1.515 0.115 6.130
H -0.848 -1.313 5.345
H -1.065 0.376 3.508
```

Here is what Löwdin gives for the atomic charges, in e: -0.022 -0.220 0.001 -0.123 0.072 -0.115 0.110 0.006 -0.225 -0.135 -0.163 -0.557 -0.048 0.041 0.395 0.892 0.110 0.130 0.117 0.123 0.150 0.177 0.114 0.020 -0.428 -0.135 -0.047 0.059 0.081 0.057 0.066 -0.425 -0.140 0.033 0.061 0.079 0.071 0.065 -0.419 -0.147 0.028 0.077 0.084 0.068 0.053 0.985 1.234 -0.399 -0.125 0.026 0.055 0.076 0.092 0.072 -0.470 -0.115 -0.043 0.073 0.091 0.082 0.082 -0.370 -0.128 0.076 0.077 0.087 0.084 0.076 0.634 -0.739 0.028 -0.128 -0.127 0.013 0.169 0.129 0.126 0.125 0.119 0.041

# 4
Here is a single C15H20N2O3S2 molecule in a non-equilibrium geometry from the Open Molecules 2025 dataset. Energies are from the ωB97M-V functional and the def2-TZVPD basis.

Molar mass = 340.47 g mol⁻¹
Energy above the lowest of the compared OMol25 structures with the same formula, charge and spin = 4.929 eV
E_LUMO = 0.48 eV
Gap between HOMO and LUMO = 9.8 eV
2S+1 = 1

XYZ file:
```
42
C15H20N2O3S2 | the Open Molecules 2025 dataset | the ωB97M-V functional and the def2-TZVPD basis
C 4.594 -2.563 3.599
S 5.235 -1.975 1.990
C 3.882 -2.665 0.958
C 2.873 -1.812 0.525
N 2.649 -0.608 1.030
S 1.945 0.462 0.034
O 2.637 0.448 -1.255
O 2.172 1.792 0.591
C 0.227 0.167 -0.139
C -0.651 -0.557 0.661
C -2.040 -0.506 0.481
C -2.701 0.279 -0.508
C -4.247 0.477 -0.685
C -4.558 1.701 -1.669
C -4.919 -0.796 -1.055
C -4.830 0.973 0.628
C -1.831 0.887 -1.403
C -0.378 0.818 -1.184
N 2.252 -2.520 -0.347
O 2.600 -3.919 -0.438
C 3.724 -3.941 0.344
C 4.626 -5.178 0.324
H 3.573 -2.124 3.882
H 5.338 -2.423 4.407
H 4.579 -3.684 3.682
H 3.533 -0.211 1.442
H -0.167 -1.058 1.533
H -2.720 -0.971 1.214
H -5.554 2.074 -1.670
H -4.530 1.279 -2.695
H -3.906 2.573 -1.443
H -4.358 -1.326 -1.919
H -5.932 -0.723 -1.360
H -4.845 -1.352 -0.083
H -4.383 1.958 0.818
H -5.927 1.004 0.502
H -4.571 0.238 1.449
H -2.179 1.607 -2.119
H 0.257 1.302 -1.900
H 5.091 -5.355 -0.695
H 4.101 -6.000 0.802
H 5.477 -4.929 0.964
```

Here is what natural (NBO) gives for the atomic charges, in e: -0.763 0.215 -0.307 0.275 -0.846 2.280 -0.923 -0.931 -0.362 -0.184 -0.163 0.012 -0.071 -0.623 -0.606 -0.596 -0.211 -0.134 -0.182 -0.268 0.370 -0.675 0.229 0.236 0.224 0.462 0.227 0.207 0.218 0.212 0.218 0.218 0.217 0.210 0.216 0.212 0.198 0.225 0.237 0.249 0.239 0.237